Here is C30H71N3O7 as an isolated structure at a distorted geometry from the Open Molecules 2025 dataset. Energies are from wB97M-V/def2-TZVPD.

Each line ends with the Löwdin charge.
Geometry (Å):
C -16.604 8.537 10.689  -0.0849
O -17.580 8.997 9.869  -0.0468
H -16.052 9.403 11.053  0.0686
H -17.068 8.098 11.572  0.1037
H -15.923 7.837 10.204  0.1071
H -17.947 8.190 9.502  0.1368
C -19.523 9.795 8.588  -0.2157
O -18.452 9.102 8.147  -0.2175
H -20.133 9.176 9.246  0.1158
H -19.070 10.604 9.161  0.0941
H -20.122 10.040 7.711  0.0092
H -17.745 9.207 8.789  -0.1551
C -17.437 7.298 6.679  -0.1880
O -17.375 5.988 7.076  -0.0877
H -18.433 7.571 6.329  0.0621
H -17.274 7.926 7.554  0.0661
H -16.794 7.532 5.830  0.0957
H -16.477 5.720 7.285  0.0843
O -20.232 7.761 6.988  -0.0514
H -19.572 7.144 7.303  0.0254
H -20.576 8.171 7.782  0.0199
C -20.287 10.773 6.232  -0.0843
C -20.427 11.725 4.998  -0.4108
C -19.914 13.030 5.601  -0.1545
C -19.495 13.956 4.469  -0.1529
C -18.465 13.165 3.551  -0.0994
C -19.104 11.924 2.866  -0.5434
N -19.560 11.072 3.956  -0.0885
O -20.139 9.871 3.447  -0.0058
C -20.144 12.325 1.876  -0.0263
C -17.921 11.239 2.161  -0.0383
C -21.893 11.865 4.535  -0.0102
H -19.286 10.360 6.362  0.0975
H -20.860 9.850 6.144  0.1030
H -20.638 11.258 7.143  0.0083
H -20.833 13.450 6.011  0.1246
H -19.111 12.834 6.311  0.0522
H -18.943 14.743 4.983  0.1008
H -20.329 14.413 3.937  0.0987
H -17.643 12.828 4.182  0.1136
H -18.203 13.952 2.843  0.1192
H -20.996 11.645 1.874  0.0792
H -20.584 13.283 2.152  0.0749
H -19.745 12.285 0.862  0.0853
H -18.214 10.228 1.878  0.0799
H -17.592 11.760 1.262  0.0808
H -17.050 11.216 2.815  0.0762
H -22.215 11.128 3.800  0.0805
H -22.102 12.872 4.174  0.0773
H -22.632 11.777 5.332  0.0639
H -19.667 9.199 3.946  0.1012
C -18.273 15.353 9.602  -0.0038
C -18.423 13.881 10.093  -0.4707
C -18.910 13.041 8.909  -0.1372
C -17.896 12.636 7.855  -0.1785
C -16.689 12.034 8.583  -0.1037
C -16.029 12.928 9.678  -0.4210
N -17.168 13.318 10.590  -0.0851
O -16.646 14.000 11.691  -0.0106
C -15.099 11.937 10.469  -0.0205
C -15.146 14.049 9.010  -0.0154
C -19.533 13.897 11.109  -0.0419
H -17.453 15.826 10.142  0.0661
H -19.071 16.069 9.798  0.0863
H -18.008 15.367 8.545  0.0761
H -19.182 12.055 9.287  0.0743
H -19.754 13.493 8.389  0.1305
H -17.744 13.478 7.180  0.1079
H -18.303 11.895 7.166  0.0850
H -15.975 11.875 7.775  0.1221
H -16.991 11.008 8.791  0.0989
H -15.628 11.087 10.901  0.0505
H -14.394 11.517 9.751  0.0843
H -14.438 12.521 11.110  0.0791
H -14.642 14.501 9.865  0.0777
H -14.449 13.635 8.281  0.0803
H -15.619 14.763 8.336  0.0709
H -19.134 14.193 12.079  0.1033
H -19.838 12.865 11.279  0.0658
H -20.447 14.450 10.889  0.0785
H -16.683 14.926 11.441  0.0702
C -24.849 12.683 8.491  -0.0279
C -24.272 11.353 9.031  -0.4416
C -23.003 10.874 8.282  -0.1078
C -21.755 11.611 8.643  -0.2125
C -21.425 11.725 10.122  -0.1208
C -22.741 12.079 10.954  -0.4305
N -23.931 11.382 10.484  -0.0881
O -25.013 11.757 11.329  -0.0256
C -22.303 11.622 12.426  -0.0276
C -22.870 13.614 11.015  -0.0249
C -25.399 10.227 8.858  -0.0266
H -25.554 13.117 9.201  0.0787
H -25.507 12.616 7.625  0.0836
H -24.101 13.472 8.418  0.0652
H -22.832 9.797 8.274  0.1280
H -23.296 11.088 7.254  0.1058
H -21.818 12.608 8.205  0.1200
H -20.913 11.140 8.136  0.0081
H -20.671 12.470 10.377  0.0294
H -21.027 10.762 10.442  0.1098
H -21.631 12.234 13.027  0.0769
H -23.204 11.582 13.038  0.0639
H -21.934 10.599 12.504  0.0715
H -22.011 14.099 11.479  0.0548
H -22.907 13.951 9.979  0.0692
H -23.783 13.912 11.530  0.0879
H -25.266 9.240 9.301  0.0796
H -25.717 10.068 7.828  0.0792
H -26.241 10.683 9.378  0.0642
H -25.513 10.942 11.410  0.0943

Properties
Energy above the lowest of the compared OMol25 structures with the same formula, charge and spin in kJ/mol: 1115.7
Gap between HOMO and LUMO in eV: 8.6
HOMO in eV: -8.3
DFT total energy in eV: -51049.13628

=====

Here is one molecule with the formula C2H3NO2 at a distorted geometry from the Open Molecules 2025 dataset. Energies are from wB97M-V/def2-TZVPD.

Each line ends with the natural charge from an NBO analysis.
Geometry (Å):
O -1.994 0.113 0.042  -0.5611
C -0.827 -0.062 0.030  0.6482
C 0.470 0.947 0.055  -0.1679
O 1.261 -0.575 0.046  -0.4101
N -0.108 -1.194 0.086  -0.3702
H 0.649 1.335 -0.961  0.2129
H 0.750 1.632 0.891  0.2275
H -0.201 -2.195 -0.188  0.4208

Properties
Energy above the lowest of the compared OMol25 structures with the same formula, charge and spin in kJ/mol: 363.5
Gap between HOMO and LUMO in eV: 10.4
SMILES string: O=C1CON1
HOMO in eV: -9.5
DFT total energy in eV: -7704.07594

=====

Here is C4H7O2 as an isolated structure at a distorted geometry from the Open Molecules 2025 dataset. Energies are from wB97M-V/def2-TZVPD.

Each line ends with the Mulliken spin population.
Geometry (Å):
C -2.339 0.550 0.413  0.7895
C -1.447 -0.230 -0.231  0.4140
C 0.312 0.691 -0.019  0.2526
C 2.295 -0.666 -0.054  0.0540
O 0.909 -0.348 0.294  0.0321
O 0.331 1.804 -0.304  0.3281
H -2.635 1.510 0.016  0.0289
H -2.700 0.319 1.403  0.0217
H -1.234 -1.211 0.173  0.0303
H -1.325 -0.120 -1.304  0.0419
H 2.299 -1.751 -0.164  -0.0007
H 2.950 -0.367 0.763  0.0056
H 2.585 -0.182 -0.986  0.0020

Properties
⟨S²⟩: 2.006
Charge: +1
Energy above the lowest of the compared OMol25 structures with the same formula, charge and spin in kJ/mol: 22.5
Gap between HOMO and LUMO (spin up / spin down) in eV: 9.1 / 8.4
Spin multiplicity: 3
HOMO (spin up / spin down) in eV: -12.8 / -17.5
DFT total energy in eV: -8343.06882

=====

Here is a 6-piece molecular cluster, C9H24Cl6O3 overall at a distorted geometry from the Open Molecules 2025 dataset. Energies are from wB97M-V/def2-TZVPD.

Each line ends with the natural charge from an NBO analysis.
Geometry (Å):
Cl 1.633 2.548 -3.054  -0.0490
C 2.529 1.123 -2.523  -0.4039
C 3.710 1.455 -1.658  -0.3871
Cl 5.034 2.232 -2.569  -0.0684
H 2.832 0.571 -3.412  0.2267
H 1.851 0.460 -1.984  0.2302
H 4.112 0.541 -1.223  0.2197
H 3.429 2.118 -0.845  0.2262
Cl -3.500 -1.512 0.932  -0.0560
C -3.226 -2.952 1.954  -0.3855
C -1.937 -2.850 2.735  -0.3863
Cl -2.034 -1.760 4.147  -0.0634
H -3.134 -3.806 1.285  0.2211
H -4.091 -3.076 2.597  0.2279
H -1.116 -2.500 2.115  0.2262
H -1.677 -3.840 3.112  0.2217
Cl 0.441 -1.408 -5.290  -0.0442
C -0.929 -2.098 -4.414  -0.3978
C -0.779 -2.031 -2.922  -0.3866
Cl 0.700 -2.842 -2.341  -0.0693
H -1.063 -3.133 -4.720  0.2184
H -1.824 -1.542 -4.690  0.2281
H -1.627 -2.563 -2.489  0.2238
H -0.778 -1.021 -2.521  0.2321
C -2.222 1.448 2.483  -0.2477
O -2.605 2.649 1.837  -0.7190
H -2.906 1.137 3.280  0.1565
H -2.118 0.617 1.797  0.2017
H -1.234 1.581 2.948  0.1430
H -2.400 3.368 2.438  0.4592
C 0.601 -0.334 0.429  -0.2516
O -0.150 0.814 0.177  -0.7365
H 0.430 -0.751 1.443  0.1441
H 0.319 -1.136 -0.249  0.1816
H 1.686 -0.171 0.377  0.1553
H 0.324 1.591 0.488  0.4957
C 1.974 2.664 2.041  -0.2605
O 1.599 2.956 0.680  -0.7486
H 1.509 1.714 2.305  0.1843
H 3.051 2.510 2.132  0.1740
H 1.609 3.426 2.729  0.1782
H 1.980 3.805 0.441  0.4858

Properties
Gap between HOMO and LUMO in eV: 10.4
SMILES string: ClCCCl.ClCCCl.ClCCCl.CO.CO.CO
HOMO in eV: -9.9
DFT total energy in eV: -90998.60090

=====

Here is C31H37N5OTc as an isolated structure from the Open Molecules 2025 dataset. Energies are from wB97M-V/def2-TZVPD.

Each line ends with the Mulliken spin population.
Geometry (Å):
Tc -1.372 -0.193 -0.602  0.9241
C 3.517 2.456 0.668  -0.0002
C 4.204 1.227 1.199  0.0003
C 5.232 1.325 2.132  -0.0007
C 5.901 0.199 2.591  0.0004
C 5.553 -1.061 2.127  -0.0003
C 4.523 -1.189 1.209  0.0000
C 3.865 -0.054 0.757  -0.0007
N 2.791 -0.212 -0.192  0.0083
C 1.505 -0.206 0.161  0.0356
N 1.207 -0.009 1.445  -0.0109
C -0.044 -0.029 2.094  0.0152
C -1.246 -0.209 1.397  -0.0581
C -2.430 -0.235 2.154  0.0226
C -2.419 -0.056 3.520  -0.0287
C -1.204 0.129 4.176  0.0646
C -0.004 0.137 3.488  -0.0233
C 1.302 0.326 4.213  -0.0006
N 0.536 -0.385 -0.761  0.0061
C 0.915 -0.689 -2.123  -0.0523
C 0.975 -2.030 -2.500  -0.0046
C 1.300 -2.363 -3.804  -0.0052
C 1.560 -1.352 -4.720  0.0086
C 1.494 -0.021 -4.335  -0.0028
C 1.169 0.344 -3.031  0.0226
C 1.102 1.788 -2.618  -0.0021
H 3.879 3.345 1.180  -0.0001
H 2.432 2.418 0.796  0.0003
H 3.720 2.582 -0.397  0.0000
H 5.522 2.304 2.492  -0.0001
H 6.703 0.308 3.307  0.0001
H 6.079 -1.939 2.476  0.0000
H 4.232 -2.164 0.837  0.0000
H 3.001 -0.431 -1.156  0.0014
H 2.015 0.110 2.044  -0.0006
H -3.380 -0.377 1.648  -0.0006
H -3.342 -0.060 4.083  -0.0005
H -1.192 0.265 5.250  0.0015
H 1.130 0.451 5.279  -0.0005
H 1.839 1.215 3.867  -0.0010
H 1.963 -0.538 4.092  -0.0007
H 0.776 -2.798 -1.762  -0.0013
H 1.356 -3.401 -4.101  -0.0001
H 1.816 -1.600 -5.741  0.0003
H 1.699 0.756 -5.060  0.0002
H 1.292 2.439 -3.468  0.0002
H 1.841 2.021 -1.847  0.0012
H 0.120 2.041 -2.215  0.0052
N -4.816 -5.218 -1.518  0.0037
C -4.044 -4.163 -1.274  0.0031
C -3.465 -3.948 0.000  0.0063
C -2.694 -2.849 0.219  0.0074
N -2.435 -1.923 -0.743  -0.0212
C -2.967 -2.144 -1.978  0.0006
C -3.755 -3.209 -2.279  -0.0077
H -5.022 -5.893 -0.801  -0.0002
H -5.232 -5.365 -2.423  -0.0001
H -3.631 -4.650 0.806  0.0001
H -2.245 -2.671 1.184  -0.0022
H -2.733 -1.407 -2.740  -0.0023
H -4.152 -3.317 -3.279  -0.0001
C -2.572 3.584 -1.716  -0.0052
C -2.495 2.699 -0.487  0.0175
C -3.844 2.533 0.180  -0.0032
C -1.420 3.158 0.479  0.0033
O -2.105 1.359 -1.031  0.0758
H -2.894 4.582 -1.420  -0.0003
H -3.293 3.189 -2.431  0.0009
H -1.599 3.670 -2.201  -0.0002
H -4.199 3.508 0.517  0.0024
H -3.771 1.884 1.052  -0.0004
H -4.575 2.130 -0.520  0.0001
H -1.635 4.184 0.780  0.0008
H -0.437 3.150 0.002  -0.0013
H -1.399 2.540 1.376  -0.0004

Properties
⟨S²⟩: 0.761
Charge: +2
Energy above the lowest of the compared OMol25 structures with the same formula, charge and spin in kJ/mol: 0.0
Gap between HOMO and LUMO (spin up / spin down) in eV: 7.5 / 7.3
Spin multiplicity: 2
HOMO (spin up / spin down) in eV: -13.7 / -14.0
DFT total energy in eV: -44432.64099

=====

Here is one molecule with the formula C12H22S at a distorted geometry from the Open Molecules 2025 dataset. Energies are from wB97M-V/def2-TZVPD.

Each line ends with the natural charge from an NBO analysis.
Geometry (Å):
C 3.089 -1.877 -0.575  -0.6051
C 1.644 -1.775 0.065  -0.3971
C 0.785 -0.680 -0.445  -0.5160
S 1.393 0.849 -0.439  1.1312
C 2.753 1.380 0.840  -0.8018
C 0.256 1.983 -1.271  -0.6477
C -1.204 1.495 -0.958  -0.2674
C -1.599 1.393 0.526  -0.4442
C -1.029 0.129 1.119  -0.2156
C -2.011 -0.611 2.044  -0.5990
C -0.665 -0.708 -0.141  -0.2266
C -1.412 0.026 -1.345  -0.2158
C -2.932 -0.174 -1.445  -0.6193
H 2.833 -2.010 -1.606  0.2101
H 3.771 -2.700 -0.258  0.2161
H 3.589 -0.983 -0.456  0.1798
H 1.787 -1.672 1.185  0.1633
H 1.182 -2.703 -0.070  0.2176
H 2.319 0.696 -1.306  0.0417
H 3.608 1.617 0.273  0.2235
H 2.390 2.116 1.543  0.2316
H 2.855 0.571 1.448  0.2218
H 0.405 3.019 -0.744  0.1897
H -1.967 2.035 -1.560  0.2301
H -1.097 2.148 1.046  0.2108
H -2.642 1.447 0.719  0.2093
H -0.061 0.364 1.663  0.1799
H -2.483 -1.327 1.393  0.2176
H -2.518 0.018 2.704  0.2133
H -1.299 -1.365 2.703  0.1911
H -0.863 -1.816 0.068  0.2218
H -0.824 -0.327 -2.316  0.2353
H -3.426 -0.614 -0.528  0.2049
H -3.379 -0.760 -2.377  0.2187
H -3.248 0.820 -1.499  0.1965

Properties
Energy above the lowest of the compared OMol25 structures with the same formula, charge and spin in kJ/mol: 268.7
Gap between HOMO and LUMO in eV: 7.4
SMILES string: CCC1=[S@H](C)=C[C@@H]2C[C@@H](C)[C@H]1[C@H]2C
HOMO in eV: -6.9
DFT total energy in eV: -23628.17666

=====

Q: The lowest DFT total energy belongs to which entry?
A: C9H24Cl6O3

=====

Q: Which formula does entry 3 have?
A: C4H7O2

=====

Q: Which of these has the lowest DFT total energy?
A: C9H24Cl6O3

=====

Q: Which of these has the lowest DFT total energy?
A: C9H24Cl6O3